1.
C49H66F7NO6S | the ωB97M-V functional and the def2-TZVPD basis

Properties
HOMO-LUMO gap (eV): 9.9
Maximum force (eV/Å): 4.00
SMILES string: CCOCCCCC[C@]1(O)C[C@](CCCCCCCCCCCCOC)(S(=O)(=O)C(F)(F)F)C(=O)N1.Fc1ccccc1.Fc1ccccc1.Fc1ccccc1.Fc1ccccc1

Geometry (Å):
C (3.0533, -2.6575, 2.6404)
C (3.8535, -1.3765, 2.9754)
O (3.0387, -0.2281, 3.1570)
C (2.3047, 0.0390, 1.9484)
C (1.8702, 1.5085, 1.8537)
C (2.4987, 2.3139, 0.6866)
C (2.4066, 1.6239, -0.7064)
C (1.1184, 1.9188, -1.5101)
C (0.0462, 0.8033, -1.4456)
O (0.0936, 0.2088, -0.1499)
C (0.1495, -0.3817, -2.4362)
C (-1.3561, -0.7215, -2.6278)
C (-2.1072, -1.5038, -1.5150)
C (-3.5909, -1.1022, -1.3019)
C (-3.8367, 0.1486, -0.4322)
C (-3.1024, 0.1501, 0.9231)
C (-3.7927, 1.1079, 1.9391)
C (-3.4182, 0.7540, 3.3982)
C (-4.3621, -0.3277, 3.9798)
C (-4.0642, -1.7657, 3.4649)
C (-2.5839, -2.1943, 3.5572)
C (-2.3529, -3.3373, 2.5231)
C (-0.9464, -3.9662, 2.6808)
C (-0.4596, -4.5732, 1.3514)
O (0.9174, -4.8769, 1.4749)
C (1.5546, -4.9068, 0.2069)
S (-1.3151, -1.8650, -4.0614)
O (-2.6182, -2.2483, -4.5049)
O (-0.6009, -1.2357, -5.1305)
C (-0.3319, -3.4104, -3.6488)
F (0.0541, -3.4855, -2.3795)
F (-1.0068, -4.4787, -3.9685)
F (0.7573, -3.4269, -4.3809)
C (-1.8551, 0.7265, -2.9027)
O (-2.5843, 1.1326, -3.7138)
N (-1.2026, 1.4310, -1.8654)
H (2.0348, -2.6557, 3.0452)
H (2.9430, -2.7364, 1.5463)
H (3.5729, -3.5743, 2.9431)
H (4.3779, -1.5308, 3.9260)
H (4.6005, -1.2235, 2.1759)
H (2.9248, -0.3113, 1.1093)
H (1.3843, -0.5670, 2.0165)
H (0.7801, 1.5691, 1.7648)
H (2.1286, 2.0024, 2.8022)
H (3.5144, 2.6389, 0.9557)
H (1.9249, 3.2463, 0.6127)
H (2.5424, 0.5408, -0.6890)
H (3.2387, 2.0200, -1.3055)
H (1.4220, 1.9956, -2.5690)
H (0.7279, 2.9177, -1.2654)
H (0.5137, -0.6576, -0.1863)
H (0.5696, 0.1041, -3.3331)
H (0.8639, -1.1916, -2.2486)
H (-1.5999, -1.4945, -0.5435)
H (-2.1311, -2.5589, -1.8316)
H (-4.1069, -1.9525, -0.8409)
H (-4.0179, -0.9144, -2.2994)
H (-4.9207, 0.1839, -0.2309)
H (-3.6118, 1.0974, -0.9348)
H (-2.9660, -0.8494, 1.3473)
H (-2.0998, 0.5680, 0.7587)
H (-3.3880, 2.1176, 1.7575)
H (-4.8748, 1.1789, 1.7691)
H (-2.3543, 0.5175, 3.5051)
H (-3.5880, 1.6640, 3.9980)
H (-5.3717, -0.0700, 3.6185)
H (-4.4417, -0.2784, 5.0753)
H (-4.4733, -1.8403, 2.4475)
H (-4.6661, -2.4565, 4.0770)
H (-2.3934, -2.5382, 4.5829)
H (-1.8736, -1.4081, 3.2811)
H (-2.3464, -2.8275, 1.5467)
H (-3.1670, -4.0656, 2.6062)
H (-1.0049, -4.7515, 3.4433)
H (-0.2301, -3.1743, 2.9401)
H (-1.0715, -5.4794, 1.1732)
H (-0.6687, -3.8942, 0.5040)
H (0.8734, -5.3220, -0.5519)
H (1.8933, -3.9104, -0.1258)
H (2.4321, -5.5577, 0.2973)
H (-1.1835, 2.4183, -2.0971)
F (3.4239, -0.8199, -2.3311)
C (4.7388, -0.5413, -2.4697)
C (5.4147, 0.0695, -1.4301)
C (6.7659, 0.3484, -1.5751)
C (7.4192, 0.0245, -2.7570)
C (6.7232, -0.5840, -3.7931)
C (5.3739, -0.8748, -3.6486)
H (4.8881, 0.3224, -0.5190)
H (7.3089, 0.8193, -0.7660)
H (8.4727, 0.2469, -2.8699)
H (7.2313, -0.8329, -4.7156)
H (4.8163, -1.3567, -4.4416)
F (-4.3491, -4.3308, -0.0405)
C (-4.2246, -5.6313, -0.3681)
C (-4.5561, -6.5959, 0.5627)
C (-4.4295, -7.9348, 0.2207)
C (-3.9650, -8.2899, -1.0392)
C (-3.6318, -7.3062, -1.9612)
C (-3.7666, -5.9662, -1.6274)
H (-4.9087, -6.2982, 1.5421)
H (-4.6926, -8.7015, 0.9378)
H (-3.8633, -9.3351, -1.3021)
H (-3.2664, -7.5824, -2.9418)
H (-3.5200, -5.1845, -2.3360)
F (2.8871, 4.5854, -1.2281)
C (3.2892, 5.7116, -0.6038)
C (3.9768, 6.6738, -1.3168)
C (4.3826, 7.8336, -0.6705)
C (4.1067, 8.0117, 0.6783)
C (3.4193, 7.0330, 1.3824)
C (3.0028, 5.8779, 0.7372)
H (4.1903, 6.5137, -2.3661)
H (4.9154, 8.5983, -1.2205)
H (4.4282, 8.9152, 1.1804)
H (3.2073, 7.1691, 2.4349)
H (2.4585, 5.1099, 1.2678)
F (0.7997, 8.7702, 0.4421)
C (-0.2911, 8.0324, 0.1692)
C (-0.1939, 6.9914, -0.7328)
C (-1.3188, 6.2282, -1.0107)
C (-2.5274, 6.5199, -0.3918)
C (-2.6096, 7.5728, 0.5100)
C (-1.4840, 8.3325, 0.7980)
H (0.7541, 6.7827, -1.2122)
H (-1.2526, 5.4053, -1.7114)
H (-3.4053, 5.9258, -0.6129)
H (-3.5519, 7.8035, 0.9898)
H (-1.5271, 9.1517, 1.5041)

Cartesian forces (eV/Å) of the 3 atoms listed first:
0.1 0.2 -0.8
-0.2 -0.8 0.6
0.3 0.1 -0.8

Löwdin population analysis, charges in e, atoms 1 to 6: atom 1 (C): -0.074, atom 2 (C): -0.267, atom 3 (O): -0.151, atom 4 (C): -0.216, atom 5 (C): -0.150, atom 6 (C): -0.177



2.
C49H68Ge2NNaO2PSb2 | the ωB97M-V functional and the def2-TZVPD basis

Properties
Total charge: +1
HOMO-LUMO gap (eV): 8.4
Maximum force (eV/Å): 1.22

Geometry (Å):
Na (0.3886, 0.6163, -0.0447)
C (-0.6909, 0.9465, -3.0081)
C (-1.9170, 0.0896, -3.2683)
C (-2.4991, -0.5753, -2.0219)
Sb (-4.0759, 0.1505, -0.6993)
C (-2.8091, 1.0631, 0.7816)
C (-2.8243, 2.4129, 1.1182)
C (-2.0119, 2.9069, 2.1295)
C (-1.1680, 2.0550, 2.8276)
C (-1.1534, 0.7033, 2.5128)
C (-1.9688, 0.2105, 1.4976)
C (-4.8163, 1.9408, -1.6095)
C (-5.5281, 2.8090, -0.7798)
C (-6.1178, 3.9583, -1.2832)
C (-6.0211, 4.2533, -2.6352)
C (-5.3490, 3.3844, -3.4782)
C (-4.7596, 2.2341, -2.9695)
Sb (-1.3506, 2.7431, -1.9818)
C (0.4026, 3.9489, -1.6851)
C (0.8728, 4.8582, -2.6288)
C (1.9308, 5.7075, -2.3298)
C (2.5304, 5.6612, -1.0791)
C (2.0533, 4.7792, -0.1193)
C (0.9871, 3.9446, -0.4221)
C (-2.0308, 3.7781, -3.7133)
C (-1.8911, 3.3172, -5.0167)
C (-2.4001, 4.0487, -6.0827)
C (-3.0529, 5.2491, -5.8539)
C (-3.2009, 5.7166, -4.5556)
C (-2.6994, 4.9805, -3.4934)
H (-0.2268, 1.2166, -3.9585)
H (0.0634, 0.3870, -2.4444)
H (-1.6412, -0.7111, -3.9644)
H (-2.6467, 0.6930, -3.8033)
H (-1.7091, -0.8351, -1.3052)
H (-2.9097, -1.5447, -2.3145)
H (-3.4538, 3.1019, 0.5717)
H (-2.0358, 3.9621, 2.3703)
H (-0.5461, 2.4355, 3.6272)
H (-0.5456, 0.0159, 3.0908)
H (-1.9532, -0.8536, 1.2777)
H (-5.6306, 2.5932, 0.2781)
H (-6.6579, 4.6206, -0.6199)
H (-6.4799, 5.1491, -3.0303)
H (-5.2792, 3.5979, -4.5376)
H (-4.2609, 1.5698, -3.6599)
H (0.4156, 4.9054, -3.6104)
H (2.2824, 6.4113, -3.0731)
H (3.3509, 6.3270, -0.8449)
H (2.4958, 4.7571, 0.8682)
H (0.5919, 3.3063, 0.3671)
H (-1.3869, 2.3816, -5.2253)
H (-2.2848, 3.6776, -7.0929)
H (-3.4485, 5.8180, -6.6844)
H (-3.7138, 6.6504, -4.3695)
H (-2.8376, 5.3517, -2.4832)
C (5.2110, -2.6917, 0.3505)
C (4.7768, -1.2971, 0.7754)
Ge (3.3211, -1.1650, 2.1019)
C (3.2630, 0.7628, 2.5226)
C (2.1742, 1.1938, 3.4901)
C (3.8145, -2.3785, 3.5579)
C (2.8886, -3.3585, 3.5914)
Ge (1.4475, -2.7513, 2.3730)
C (-0.0824, -2.0655, 3.4141)
C (-0.3087, -2.8146, 4.7257)
C (0.8230, -3.9342, 0.9357)
C (1.8998, -4.3378, -0.0612)
C (2.9192, -4.5772, 4.4212)
C (3.8787, -4.7697, 5.4171)
C (3.8866, -5.9239, 6.1788)
C (2.9365, -6.9139, 5.9601)
C (1.9783, -6.7380, 4.9749)
C (1.9720, -5.5769, 4.2166)
H (6.1708, -2.6686, -0.1676)
H (4.4871, -3.1547, -0.3211)
H (5.3181, -3.3535, 1.2106)
H (4.5260, -0.6835, -0.0929)
H (5.6082, -0.7891, 1.2773)
H (3.1767, 1.3043, 1.5741)
H (4.2484, 1.0119, 2.9272)
H (1.1830, 0.9484, 3.1014)
H (2.1931, 2.2685, 3.6800)
H (2.2722, 0.6866, 4.4513)
H (4.7118, -2.3857, 4.1718)
H (-0.9708, -2.1171, 2.7777)
H (0.1058, -1.0104, 3.6204)
H (-0.5630, -3.8616, 4.5540)
H (-1.1242, -2.3689, 5.2980)
H (0.5847, -2.7984, 5.3513)
H (0.0000, -3.4173, 0.4374)
H (0.3807, -4.8192, 1.4020)
H (2.3254, -3.4566, -0.5494)
H (1.5010, -4.9858, -0.8434)
H (2.7206, -4.8696, 0.4235)
H (4.6216, -4.0062, 5.6028)
H (4.6352, -6.0543, 6.9485)
H (2.9442, -7.8153, 6.5571)
H (1.2348, -7.5035, 4.7966)
H (1.2197, -5.4477, 3.4469)
C (3.8270, -0.4739, -2.6900)
P (3.2294, 1.1135, -2.0668)
C (4.5757, 1.9773, -1.2510)
C (2.8932, 2.0846, -3.5401)
O (2.0390, 0.9431, -1.1583)
H (4.9047, -0.4585, -2.8461)
H (3.3384, -0.6927, -3.6392)
H (3.5848, -1.2658, -1.9829)
H (5.4529, 2.0175, -1.8963)
H (4.8390, 1.4886, -0.3143)
H (4.2380, 2.9928, -1.0393)
H (3.6835, 1.9205, -4.2732)
H (2.8442, 3.1414, -3.2895)
H (1.9400, 1.7827, -3.9693)
C (-3.5902, -4.8751, -0.6169)
N (-4.0610, -3.9795, 0.4195)
C (-5.4265, -4.1242, 0.8790)
C (-3.2986, -2.9536, 0.8127)
O (-2.1839, -2.6910, 0.3743)
H (-3.9508, -5.8825, -0.4108)
H (-2.5029, -4.8687, -0.6251)
H (-3.9539, -4.5674, -1.6009)
H (-5.5971, -5.1394, 1.2385)
H (-6.1336, -3.9126, 0.0743)
H (-5.6116, -3.4284, 1.6947)
H (-3.7715, -2.3409, 1.5981)

Cartesian forces (eV/Å) of the 3 atoms listed first:
-0.6 -0.1 0.7
0.3 0.2 -0.1
0.0 -0.1 -0.1

Löwdin population analysis, charges in e, atoms 1 to 6: atom 1 (Na): 0.347, atom 2 (C): -0.375, atom 3 (C): -0.364, atom 4 (C): -0.381, atom 5 (Sb): 1.491, atom 6 (C): -0.424



- Which formula does entry 1 have?
  C49H66F7NO6S



- Among the records above, which one has the lowest maximum force?
  C49H68Ge2NNaO2PSb2